1) Entry from OMol25: a cluster of 6 separate species, C6H25NO5 in total (ωB97M-V with the def2-TZVPD basis set).

LUMO   0.33 eV
Orbital gap   10.20 eV
SMILES   CCCC[C@H](C)N.O.O.O.O.O
Molecular weight   191.27 g mol⁻¹

Structure (ORCA input):
```
! RIJCOSX wB97M-V def2-TZVPD def2/J DEFGRID3
* xyz 0 1
C 0.9819 2.4474 -1.5054
C 0.8700 1.0461 -2.0984
C -0.5456 0.4782 -2.0256
C -0.9201 -0.0165 -0.6236
C -0.3409 -1.3873 -0.2915
C -1.1890 -2.5071 -0.8869
N -0.2104 -1.5100 1.1695
H 0.6255 2.4739 -0.4749
H 2.0139 2.8009 -1.4999
H 0.3934 3.1685 -2.0789
H 1.1857 1.0680 -3.1402
H 1.5881 0.3966 -1.5868
H -1.2464 1.2606 -2.3271
H -0.6540 -0.3460 -2.7326
H -0.5621 0.7038 0.1162
H -2.0074 -0.0444 -0.4955
H 0.6789 -1.4840 -0.6833
H -1.3399 -2.3979 -1.9594
H -2.1802 -2.5532 -0.4348
H -0.7231 -3.4878 -0.7548
H -1.0091 -1.0816 1.6317
H -0.1335 -2.4800 1.4554
O 0.7043 -2.5303 -3.5756
H 1.4750 -2.2351 -4.0699
H 0.9022 -2.3415 -2.6535
O 3.2957 -0.9490 4.1406
H 2.9433 -1.1551 5.0129
H 2.5569 -0.5247 3.6639
O -2.0449 2.9715 1.2584
H -2.4418 3.6348 1.8347
H -2.7195 2.7925 0.5941
O 1.2690 0.3190 2.6435
H 0.9605 -0.3462 1.9749
H 1.7190 0.9811 2.1044
O -1.5598 0.6924 2.9017
H -0.5957 0.6537 3.0213
H -1.7400 1.4885 2.3756
*
```

natural (NBO) atomic charge list, values in e, 4 entries:
1 C -0.61
2 C -0.40
3 C -0.40
4 C -0.41

2) Entry from OMol25: a cluster of 6 separate species, C6H25NO5 in total (ωB97M-V with the def2-TZVPD basis set).

LUMO   0.29 eV
Orbital gap   9.80 eV
SMILES   CCCNCCC.O.O.O.O.O
Molecular weight   191.27 g mol⁻¹

Structure (ORCA input):
```
! RIJCOSX wB97M-V def2-TZVPD def2/J DEFGRID3
* xyz 0 1
C -2.3735 -1.4238 2.7439
C -1.0121 -1.4866 2.1935
C -0.8870 -0.4709 1.0717
N 0.3721 -0.6776 0.3282
C 0.7930 0.6138 -0.2612
C 2.2002 0.5672 -0.8541
C 2.2277 0.7320 -2.3336
H -2.3930 -1.0005 3.7109
H -2.9743 -0.8279 2.0732
H -2.9807 -2.2817 2.6300
H -0.3993 -1.1705 3.1317
H -0.6818 -2.5387 1.9510
H -1.6948 -0.8411 0.3767
H -0.8725 0.4052 1.5592
H 1.1545 -1.0259 0.8611
H 0.0738 0.6844 -1.1869
H 0.6652 1.6382 0.2404
H 2.5521 -0.5024 -0.5982
H 2.9363 1.1009 -0.2200
H 2.3912 1.7926 -2.5322
H 1.3269 0.3527 -2.8596
H 3.1962 0.1101 -2.8862
O 3.0659 -2.1070 0.9663
H 3.9441 -2.0646 0.4867
H 3.2619 -1.7448 1.7768
O -3.2804 1.5158 -0.6050
H -2.4024 1.5022 -0.1854
H -3.5148 0.5396 -0.7364
O -0.4343 -3.4270 -0.5808
H -1.1718 -2.7384 -0.7145
H 0.2755 -2.8400 -0.3835
O -0.7074 2.2700 -3.1336
H -1.5859 2.2983 -2.6180
H -0.4787 1.2903 -3.5317
O 0.2448 3.5905 0.9663
H 0.5486 2.7170 0.5580
H -0.5798 3.9591 0.5319
*
```

natural (NBO) atomic charge list, values in e, 4 entries:
1 C -0.62
2 C -0.41
3 C -0.23
4 N -0.66

1) ends up most stable, edging out the next structure by 0.1744 hartree.

1) Entry from OMol25: a structure of composition CHIOS2 (ωB97M-V with the def2-TZVPD basis set).

LUMO   -0.93 eV
Orbital gap   7.37 eV
Molecular weight   220.06 g mol⁻¹

Structure (ORCA input):
```
! RIJCOSX wB97M-V def2-TZVPD def2/J DEFGRID3
* xyz 0 1
C 0.4654 -0.3344 0.2115
O -0.0191 -0.7571 -0.9693
S -0.8602 0.1688 1.5537
S 0.3718 1.5052 0.5765
I -1.3283 0.3191 -1.9233
H 1.3704 -0.9017 0.5509
*
```

natural (NBO) atomic charge list, values in e, 4 entries:
1 C -0.04
2 O -0.70
3 S -0.02
4 S 0.03

2) Entry from OMol25: a cluster of 2 separate species, CHIOS2 in total (ωB97M-V with the def2-TZVPD basis set).

LUMO (spin up / spin down)   -0.82 / -1.53 eV
Orbital gap (spin up / spin down)   8.19 / 6.60 eV
Molecular weight   220.06 g mol⁻¹

Structure (ORCA input):
```
! RIJCOSX wB97M-V def2-TZVPD def2/J DEFGRID3
* xyz 0 1
C 0.3703 0.4808 -0.6854
O -2.7883 -1.7650 -2.1355
S 1.0900 1.7663 -1.1840
S -1.6406 -2.4643 -1.5694
I -0.2542 -3.3407 -3.3522
H 0.1639 0.1193 0.3052
*
```

natural (NBO) atomic charge list, values in e, 4 entries:
1 C -0.39
2 O -0.77
3 S 0.21
4 S 0.83

1) ends up most stable, edging out the next structure by 0.0488 hartree.

1) Entry from OMol25: the ion C4H10NS2 with charge +1 (ωB97M-V with the def2-TZVPD basis set).

LUMO   -4.21 eV
Orbital gap   9.78 eV
Molecular weight   136.27 g mol⁻¹

Structure (ORCA input):
```
! RIJCOSX wB97M-V def2-TZVPD def2/J DEFGRID3
* xyz 1 1
C 2.0087 1.1870 1.8322
C 0.0092 -0.0458 0.3777
C -1.6369 -1.3896 -0.8850
C -0.5847 0.4927 -1.9019
N -0.7872 -0.2608 -0.6565
S 1.1103 1.3089 0.3238
S -0.0378 -1.3168 1.6079
H 2.9317 0.5436 1.6323
H 1.4450 0.7460 2.6049
H -2.0589 -1.1735 -1.8587
H -1.0056 -2.2622 -0.9825
H -2.3350 -1.4538 -0.1125
H -1.0521 0.0200 -2.8118
H -1.1235 1.4355 -1.8193
H 0.4603 0.6181 -2.2410
H 2.2911 2.1667 2.1069
H 0.3654 -0.6161 2.7837
*
```

natural (NBO) atomic charge list, values in e, 4 entries:
1 C -0.76
2 C 0.02
3 C -0.41
4 C -0.46

2) Entry from OMol25: the ion C4H10NS2 with charge +1 (ωB97M-V with the def2-TZVPD basis set).

LUMO   -5.52 eV
Orbital gap   7.92 eV
Molecular weight   136.27 g mol⁻¹

Structure (ORCA input):
```
! RIJCOSX wB97M-V def2-TZVPD def2/J DEFGRID3
* xyz 1 1
C 2.2021 -0.8214 -0.5476
C 1.2124 -1.4969 0.5446
C -1.2667 -0.2890 0.3085
C -3.2859 1.5513 -0.0742
N 2.0741 0.6162 -0.3364
S -0.4356 -1.7047 -0.1133
S -2.9624 -0.2257 0.0408
H 3.1703 -1.3977 -0.3713
H 1.8518 -1.0811 -1.5286
H 1.6017 -2.4667 0.7293
H 1.2549 -1.0147 1.5190
H -0.6499 0.5341 0.5856
H -2.4990 1.9624 0.5399
H -4.3299 1.7771 0.3444
H -3.0717 1.9183 -1.0565
H 2.4375 1.0508 0.4983
H 2.6965 1.0879 -1.0828
*
```

natural (NBO) atomic charge list, values in e, 4 entries:
1 C -0.20
2 C -0.58
3 C -0.43
4 C -0.74

1) ends up most stable, edging out the next structure by 0.0199 hartree.

1) Entry from OMol25: the ion C5H13N2 with charge +2 (ωB97M-V with the def2-TZVPD basis set).

LUMO (spin up / spin down)   -8.49 / -13.59 eV
Orbital gap (spin up / spin down)   11.37 / 5.77 eV
Molecular weight   101.17 g mol⁻¹

Structure (ORCA input):
```
! RIJCOSX wB97M-V def2-TZVPD def2/J DEFGRID3
* xyz 2 2
C 0.0206 1.8223 -0.7982
C -0.5517 1.2280 0.4700
C -0.8450 -0.3035 0.5149
C -1.9307 -0.8432 1.0205
C 1.4286 -1.6259 0.7014
N 0.1405 -1.2450 -0.0471
N 0.7177 0.9208 -1.7314
H 0.8108 2.4671 -0.5014
H -0.8126 2.4408 -1.0946
H 0.1021 1.3224 1.3991
H -1.4604 1.8222 0.7386
H -2.0786 -1.8785 1.3420
H -2.6961 -0.0514 1.2198
H 1.1393 -2.2985 1.5114
H 1.8948 -0.7929 1.0239
H 2.1540 -2.2537 0.0083
H -0.3998 -2.1591 -0.0740
H 0.1564 1.0775 -2.6678
H 1.7072 1.0034 -1.9493
H 0.5031 -0.6528 -1.0861
*
```

natural (NBO) atomic charge list, values in e, 4 entries:
1 C -0.25
2 C -0.48
3 C 0.31
4 C -0.11

2) Entry from OMol25: the ion C5H13N2 with charge +2 (ωB97M-V with the def2-TZVPD basis set).

LUMO (spin up / spin down)   -8.55 / -12.54 eV
Orbital gap (spin up / spin down)   10.83 / 6.86 eV
Molecular weight   101.17 g mol⁻¹

Structure (ORCA input):
```
! RIJCOSX wB97M-V def2-TZVPD def2/J DEFGRID3
* xyz 2 2
C -1.6622 -2.0205 -0.2981
C -1.8920 -0.5274 -0.7328
C -1.2029 0.5304 0.1217
C 0.3040 0.3845 0.1199
C 1.1081 0.4562 1.2091
N 2.4250 0.8099 1.2364
N 0.8294 0.4963 -1.2756
H -1.7795 -2.7642 -1.0868
H -2.4130 -2.3123 0.4288
H -0.6743 -2.0480 0.1366
H -1.7168 -0.4353 -1.8204
H -2.9798 -0.4309 -0.6256
H -1.6214 0.5262 1.1280
H -1.2999 1.5164 -0.3433
H 0.7277 0.5771 2.2208
H 3.1190 0.6582 1.9732
H 2.8999 0.7073 0.3430
H 0.8987 1.5060 -1.5130
H 1.8427 0.3807 -1.3898
H 0.1724 -0.0053 -1.8911
*
```

natural (NBO) atomic charge list, values in e, 4 entries:
1 C -0.61
2 C -0.44
3 C -0.47
4 C 0.35

2) ends up most stable, edging out the next structure by 0.0731 hartree.